{"formula": "C24H42FN2O8Pb", "method": "ωB97M-V with the def2-TZVPD basis set", "symbols": ["Pb", "F", "C", "O", "C", "C", "N", "C", "C", "O", "C", "H", "H", "H", "H", "H", "H", "H", "H", "H", "H", "H", "H", "H", "H", "H", "C", "O", "C", "C", "N", "C", "C", "O", "C", "H", "H", "H", "H", "H", "H", "H", "H", "H", "H", "H", "H", "H", "H", "H", "C", "C", "C", "C", "C", "C", "O", "O", "H", "H", "H", "H", "H", "H", "C", "C", "C", "C", "C", "C", "O", "O", "H", "H", "H", "H", "H", "H"], "coordinates": [[-8.68267, 11.42635, 17.31030], [-7.33988, 13.26381, 16.35489], [-6.10474, 10.16006, 15.43834], [-6.84274, 9.77683, 16.59107], [-6.18645, 9.01367, 17.70902], [-5.75426, 10.06645, 18.72067], [-6.91035, 11.00016, 19.06509], [-6.31308, 12.30471, 19.38127], [-5.42151, 12.49419, 20.76012], [-6.11378, 12.00388, 21.89663], [-5.93571, 12.68715, 23.07403], [-5.19326, 10.73219, 15.61148], [-6.77525, 10.63276, 14.72066], [-5.74273, 9.28337, 14.90127], [-5.29772, 8.45671, 17.41225], [-6.79609, 8.21838, 18.13791], [-4.94111, 10.66408, 18.30870], [-5.39593, 9.62310, 19.64973], [-7.10277, 10.61942, 19.98057], [-7.15481, 12.94970, 19.63342], [-5.84061, 12.76414, 18.51305], [-5.12012, 13.53805, 20.84741], [-4.38285, 12.16475, 20.78751], [-6.64741, 12.42582, 23.85715], [-6.14219, 13.75600, 23.12900], [-4.97482, 12.34606, 23.45931], [-9.13969, 14.67077, 18.79118], [-9.40131, 13.32469, 18.86923], [-9.94077, 12.90831, 20.06899], [-10.76748, 11.59621, 20.01584], [-9.89048, 10.44518, 19.68851], [-10.73429, 9.28882, 19.36495], [-10.12121, 8.33750, 18.42695], [-9.46456, 9.00651, 17.34761], [-9.22508, 8.06586, 16.25746], [-8.32126, 14.95009, 19.45470], [-10.02011, 15.31016, 18.85543], [-8.90988, 14.90711, 17.75223], [-10.64744, 13.68073, 20.37246], [-9.10830, 12.88250, 20.77215], [-11.64373, 11.69661, 19.37536], [-11.28189, 11.51792, 20.97362], [-9.36346, 10.22462, 20.52140], [-11.67084, 9.49331, 18.84613], [-11.07207, 8.74662, 20.24814], [-10.90840, 7.61796, 18.20178], [-9.39645, 7.75583, 18.99659], [-8.90561, 8.50067, 15.31037], [-9.97134, 7.31460, 15.99900], [-8.40782, 7.38198, 16.48656], [-8.66115, 14.28957, 12.09155], [-7.97826, 13.78418, 13.16851], [-6.66683, 13.45940, 13.04167], [-6.03089, 13.68569, 11.80710], [-6.66038, 14.21064, 10.65908], [-8.00637, 14.54986, 10.85729], [-8.54893, 15.23264, 9.78682], [-5.82989, 13.15848, 14.03376], [-9.71356, 14.42286, 12.29421], [-8.49745, 13.66123, 14.10751], [-4.97002, 13.49012, 11.75503], [-6.16428, 14.24281, 9.70031], [-9.30281, 15.62018, 10.23747], [-6.23521, 13.23650, 14.90049], [-4.92904, 15.48571, 17.34391], [-3.97794, 15.84940, 18.28590], [-4.10613, 17.08451, 18.83455], [-5.09924, 18.04631, 18.52509], [-6.02094, 17.66216, 17.50078], [-5.97102, 16.37856, 16.88480], [-6.95510, 16.02569, 15.98920], [-3.09036, 17.44341, 19.61045], [-4.79368, 14.50159, 16.92013], [-3.25939, 15.09045, 18.55805], [-5.08430, 18.98804, 19.05359], [-6.64968, 18.44771, 17.10836], [-7.34060, 15.15491, 16.11054], [-2.40725, 17.98149, 19.20371]], "atomic_forces_ev_per_a": [[0.9, 0.9, -0.3], [-0.5, -0.9, 0.6], [0.9, -1.0, -0.9], [0.1, -1.1, 1.6], [0.5, 1.3, -0.8], [-0.7, 0.1, -0.5], [2.5, -0.7, 0.4], [0.3, 1.7, 2.5], [0.2, 0.0, -1.1], [-1.5, -0.3, -2.2], [0.4, 0.0, 2.2], [-0.4, 0.5, 0.4], [0.0, 0.5, 0.4], [-0.1, -0.4, 0.1], [0.1, 0.3, -0.7], [-0.9, 0.5, -0.3], [-0.1, 0.0, -0.1], [0.1, -0.2, -0.1], [-1.2, 0.1, 0.3], [0.0, 0.2, -0.2], [0.2, -0.2, 0.0], [-1.2, 0.7, -0.1], [0.0, -1.4, -0.5], [-0.4, -1.1, -0.3], [0.8, 0.4, -1.1], [0.3, 0.9, 0.4], [0.4, 2.0, -1.4], [-0.4, -2.0, -1.6], [-1.4, -0.2, 1.2], [1.1, 1.1, 0.4], [-1.8, 0.5, -0.6], [-0.9, 0.1, -0.1], [1.4, -1.1, 1.0], [-1.2, -2.0, -1.3], [1.1, -0.9, -0.3], [-0.1, 0.3, 0.0], [-0.3, -0.2, 1.1], [0.9, -0.3, 0.0], [0.0, 0.1, 0.4], [-0.1, -0.4, 0.6], [0.5, -0.1, -0.8], [0.4, -0.2, 0.5], [0.3, 0.0, 0.1], [-0.1, 1.4, 0.3], [0.2, -0.1, 0.2], [0.1, 0.1, -1.0], [0.6, -0.3, -0.3], [-0.3, 0.8, 0.4], [-1.1, 0.7, 0.5], [0.5, 0.3, 0.6], [0.1, 0.4, -1.6], [-0.6, -0.4, 0.5], [1.4, 1.3, -1.7], [0.0, 0.0, -1.1], [-0.6, -1.3, 2.7], [0.9, -0.1, -0.2], [-0.9, -0.4, 1.2], [1.1, -1.0, 0.9], [-0.2, 0.5, -0.7], [0.0, 0.0, 0.2], [0.1, -0.2, 0.1], [-0.1, 0.4, 0.1], [-0.6, 0.6, -0.8], [-0.7, 0.1, 0.5], [-1.3, 0.5, -1.0], [-2.1, -1.0, -1.3], [-0.3, 1.9, -0.7], [-0.1, -2.8, -1.6], [1.1, 0.1, 0.4], [0.8, -0.5, 1.9], [0.5, 1.3, -0.1], [1.9, 0.8, 2.9], [-0.5, -0.1, -0.4], [0.4, 0.5, 0.2], [-0.1, 0.1, -0.3], [-0.6, -0.3, 0.0], [0.6, -0.8, 0.3], [-0.3, 0.1, -0.3]], "lowdin_charge": [1.660, -0.559, -0.082, -0.376, -0.115, -0.142, -0.117, -0.155, -0.153, -0.196, -0.135, 0.102, 0.093, 0.097, 0.134, 0.116, 0.129, 0.137, 0.096, 0.078, 0.106, 0.115, 0.116, 0.088, 0.098, 0.100, -0.094, -0.378, -0.218, -0.165, -0.080, -0.216, -0.233, -0.360, -0.071, 0.113, 0.111, 0.088, 0.134, 0.129, 0.129, 0.129, 0.124, 0.132, 0.141, 0.140, 0.130, 0.097, 0.100, 0.088, -0.027, -0.059, -0.364, 0.002, 0.011, -0.307, 0.036, 0.028, 0.108, 0.098, 0.111, 0.118, 0.093, 0.034, -0.018, -0.040, -0.395, 0.020, 0.000, -0.276, 0.011, 0.029, 0.094, 0.118, 0.113, 0.106, 0.033, 0.120], "gap_ha": 0.238, "charge": 1, "fmax_ev_per_a": 3.55, "lumo_ev": -2.6, "e_homo_ha": -0.3351, "relative_energy_ev": 2.8664, "e_tot_ev": -52884.5399}

---

{"formula": "C5H8N2", "method": "ωB97M-V with the def2-TZVPD basis set", "symbols": ["H", "N", "C", "C", "C", "N", "C", "C", "H", "H", "H", "H", "H", "H", "H"], "coordinates": [[-1.12640, -0.58333, -0.54093], [-1.44047, 0.39814, 0.10171], [-0.42273, 1.07649, 0.29989], [-0.26302, 2.13128, 1.34805], [0.98319, 0.62633, -0.33155], [1.14876, -0.36317, -1.05697], [0.01532, -1.50225, -1.21386], [0.10051, -2.63352, -0.50601], [0.46364, 1.81883, 2.09789], [-1.21660, 2.31447, 1.83516], [0.10731, 3.04738, 0.88694], [1.73341, 1.40997, -0.27006], [-0.20179, -1.54598, -2.27522], [-0.16948, -3.58690, -0.93156], [0.28836, -2.60775, 0.55653]], "atomic_forces_ev_per_a": [[-1.1, 3.2, 1.7], [-0.4, -2.8, -1.6], [2.7, -1.3, 0.6], [-0.5, 0.5, -0.4], [-2.3, 1.6, 0.3], [-1.7, -2.5, -0.1], [3.6, 1.0, -0.8], [-0.7, 0.5, 0.3], [0.1, -0.1, -0.1], [0.0, 0.1, 0.0], [0.0, 0.2, 0.1], [0.4, -0.2, 0.0], [-0.2, 0.1, 0.0], [-0.4, 0.0, 0.0], [0.6, -0.1, 0.1]], "lowdin_charge": [0.087, 0.134, -0.419, -0.066, -0.139, 0.083, -0.235, 0.001, 0.084, 0.076, 0.077, 0.103, 0.098, 0.055, 0.062], "gap_ha": 0.342, "smiles": "[H]/N=C(C)\\C=N/C=C", "fmax_ev_per_a": 3.83, "lumo_ev": 0.6, "e_homo_ha": -0.3192, "relative_energy_ev": 3.6128, "e_tot_ev": -8291.3835}

---

{"formula": "C7H10NO2", "method": "ωB97M-V with the def2-TZVPD basis set", "symbols": ["C", "C", "O", "C", "C", "C", "N", "C", "C", "O", "H", "H", "H", "H", "H", "H", "H", "H", "H", "H"], "coordinates": [[-2.20687, -1.60787, 0.86153], [-2.04693, -1.38105, -0.43348], [-1.16408, -0.47661, -0.93216], [-0.14786, -0.05855, -0.12200], [-0.42924, -0.09946, 1.24559], [-1.39032, -0.87408, 1.76005], [0.29151, 1.41111, -0.57157], [1.52777, 1.21558, -1.31347], [2.27138, 0.27976, -0.42154], [1.33269, -0.77421, -0.33559], [-2.71864, -2.51005, 1.04656], [-2.85868, -1.58266, -1.08676], [0.06680, 0.53439, 1.80801], [-1.55882, -1.04317, 2.85452], [0.49531, 1.85230, 0.37883], [-0.50033, 1.89171, -0.97839], [2.05010, 2.20193, -1.38663], [1.42602, 0.71779, -2.29007], [3.19884, -0.24377, -0.70564], [2.36136, 0.54692, 0.62219]], "atomic_forces_ev_per_a": [[1.3, -0.6, -0.5], [-0.9, 1.0, 0.0], [1.5, 0.3, -0.4], [2.3, -0.5, -1.9], [-2.7, -1.9, 0.1], [-0.1, -1.0, 1.4], [-0.5, -1.5, 2.3], [2.7, 2.1, -0.9], [-0.5, -2.2, 0.8], [-4.0, 0.0, -0.3], [-1.2, -0.4, 0.9], [0.1, -0.7, -1.2], [2.7, 2.7, 3.0], [0.3, 0.7, -1.1], [-0.2, -0.2, -1.7], [-0.1, 0.1, -0.5], [-0.5, -0.7, -0.3], [-0.5, 0.5, 0.4], [-0.2, 1.0, -0.5], [0.7, 1.3, 0.3]], "lowdin_charge": [-0.035, -0.053, 0.099, -0.311, -0.020, 0.014, 0.162, -0.106, -0.187, -0.061, 0.120, 0.140, 0.080, 0.156, 0.205, 0.192, 0.158, 0.163, 0.159, 0.125], "gap_ha": 0.346, "charge": 1, "smiles": "C1=CO[C@]2(C=C1)[NH2+]CCO2", "fmax_ev_per_a": 4.86, "lumo_ev": -3.5, "e_homo_ha": -0.4761, "relative_energy_ev": 2.5891, "e_tot_ev": -12996.2180}